No. 1
106
Properties=species:S:1:pos:R:3 method="wB97M-V/def2-TZVPD" energy_ha=-2907.58029 charge=0
Ca 2.122 -0.356 0.112
B 4.746 -1.378 -0.262
F 3.711 -2.142 0.193
F 4.381 -0.089 0.097
F 5.920 -1.722 0.360
F 4.898 -1.371 -1.636
F -0.096 0.201 0.263
C -2.395 0.253 -2.443
C -2.612 1.547 -1.654
O -1.454 2.109 -1.209
H -1.542 0.379 -3.110
H -3.244 -0.009 -3.074
H -2.199 -0.566 -1.751
H -3.297 1.473 -0.810
H -2.993 2.253 -2.392
H -1.071 1.446 -0.630
C 0.071 6.670 -2.072
C -0.610 5.523 -1.421
O -0.385 4.413 -2.278
H -0.263 6.713 -3.109
H 1.157 6.578 -2.032
H -0.201 7.624 -1.622
H -1.643 5.853 -1.309
H -0.163 5.355 -0.441
H -0.811 3.619 -1.947
C 4.322 -0.251 3.473
C 3.431 -1.441 3.061
O 2.292 -0.934 2.430
H 3.736 0.646 3.675
H 4.974 0.106 2.676
H 4.904 -0.472 4.367
H 3.149 -2.019 3.942
H 4.022 -2.094 2.420
H 1.786 -0.679 3.205
C 1.901 0.301 -4.287
C 1.536 0.838 -2.930
O 2.624 0.605 -2.025
H 2.041 -0.780 -4.310
H 2.829 0.764 -4.622
H 1.143 0.520 -5.040
H 0.652 0.393 -2.472
H 1.388 1.917 -2.895
H 3.411 0.953 -2.450
C -2.033 -2.563 3.258
C -2.575 -1.273 2.604
O -2.554 -1.401 1.180
H -2.597 -3.481 3.097
H -1.909 -2.395 4.328
H -1.011 -2.785 2.949
H -2.111 -0.371 3.004
H -3.612 -1.147 2.917
H -1.647 -1.219 0.924
C 2.708 3.795 -0.221
C 1.816 2.839 0.550
O 2.702 1.833 1.024
H 3.597 4.094 0.334
H 2.128 4.696 -0.422
H 3.040 3.382 -1.174
H 0.983 2.475 -0.051
H 1.379 3.326 1.422
H 3.342 2.247 1.606
C -3.126 2.104 2.102
C -1.707 2.700 2.122
O -0.809 1.674 2.476
H -3.152 1.429 1.247
H -3.935 2.828 2.003
H -3.271 1.494 2.994
H -1.617 3.443 2.915
H -1.353 3.168 1.204
H -0.626 1.193 1.666
C 0.783 -1.279 6.137
C 0.211 -0.010 5.507
O 0.258 -0.181 4.093
H 0.439 -1.262 7.171
H 1.870 -1.355 6.181
H 0.360 -2.176 5.684
H 0.691 0.902 5.861
H -0.838 0.087 5.788
H -0.075 0.572 3.600
C -0.959 -1.877 -5.112
C -0.431 -2.831 -6.204
O 0.893 -2.441 -6.215
H -0.844 -0.811 -5.308
H -0.381 -1.994 -4.195
H -1.999 -2.103 -4.875
H -0.902 -2.780 -7.186
H -0.511 -3.875 -5.901
H 0.995 -1.756 -6.880
C 0.394 -3.230 0.538
C 0.386 -2.959 -0.994
O 1.515 -2.225 -1.278
H -0.505 -3.742 0.879
H 0.520 -2.351 1.170
H 1.194 -3.946 0.730
H -0.465 -2.354 -1.307
H 0.373 -3.898 -1.546
H 1.794 -2.430 -2.173
C -4.865 -3.205 -1.083
C -4.256 -4.178 -0.083
O -2.894 -3.868 -0.031
H -5.896 -3.536 -1.201
H -4.345 -3.214 -2.041
H -4.733 -2.186 -0.717
H -4.397 -5.213 -0.396
H -4.778 -4.100 0.871
H -2.820 -3.024 0.420

No. 2
16
Properties=species:S:1:pos:R:3 method="wB97M-V/def2-TZVPD" de_lowest_kcal_mol=70.4 energy_ha=-702.91788 charge=0
C 1.441 -0.229 1.016
C 0.229 -0.949 0.254
C -0.475 -2.025 1.083
C 0.045 1.583 -1.531
C -1.461 1.928 -1.254
H 1.007 0.726 1.313
H 1.779 -0.767 1.932
H 2.206 -0.031 0.242
H -1.414 -2.377 0.642
H 0.321 -2.848 1.021
H -0.761 -1.728 2.144
H 0.590 2.388 -2.118
H -1.923 1.076 -0.700
N -0.152 -0.539 -0.893
N 0.649 0.466 -1.378
S -2.082 3.325 -1.773

No. 3
61
Properties=species:S:1:pos:R:3 method="wB97M-V/def2-TZVPD" de_lowest_kcal_mol=0.0 energy_ha=-1887.47347 charge=0 smiles="COc1ccc(Cn2c(=S)[nH]c3cc(C(=O)N4CCN(c5ccccc5)CC4)ccc3c2=O)cc1"
C 6.260 4.943 -1.356
H 5.453 4.828 -2.087
O 5.947 4.316 -0.137
C 5.746 2.969 -0.130
C 5.809 2.147 -1.249
C 5.583 0.787 -1.121
C 5.298 0.222 0.111
C 5.236 1.048 1.230
C 5.456 2.403 1.113
H 5.414 3.050 1.974
H 5.020 0.625 2.199
C 5.025 -1.255 0.234
N 3.585 -1.513 0.285
C 2.981 -1.731 1.490
S 3.770 -1.784 2.935
N 1.634 -1.932 1.491
C 0.849 -1.929 0.368
C -0.528 -2.138 0.434
C -1.281 -2.119 -0.726
C -0.664 -1.913 -1.964
C 0.697 -1.716 -2.032
C 1.466 -1.716 -0.869
C 2.917 -1.511 -0.939
O 3.523 -1.355 -1.976
H 1.201 -1.561 -2.974
H -1.260 -1.925 -2.864
C -2.742 -2.454 -0.652
O -3.106 -3.544 -0.254
N -3.599 -1.510 -1.103
C -3.282 -0.117 -1.306
H -3.680 0.194 -2.279
C -3.945 0.713 -0.200
N -5.373 0.485 -0.211
C -6.223 1.486 0.261
C -7.247 1.232 1.175
C -8.108 2.241 1.569
C -7.966 3.524 1.073
C -6.953 3.788 0.167
C -6.096 2.785 -0.239
H -5.331 3.007 -0.968
H -6.834 4.783 -0.237
H -8.637 4.309 1.387
H -8.890 2.019 2.280
H -7.370 0.248 1.598
C -5.686 -0.906 0.032
H -5.328 -1.243 1.019
C -5.024 -1.757 -1.056
H -5.452 -1.499 -2.030
H -5.176 -2.818 -0.855
H -6.765 -1.049 -0.025
H -3.512 0.408 0.770
H -3.731 1.769 -0.351
H -2.203 0.034 -1.292
H -1.003 -2.325 1.385
H 1.218 -2.110 2.396
H 5.465 -1.658 1.147
H 5.415 -1.783 -0.638
H 5.620 0.160 -1.999
H 6.031 2.550 -2.225
H 6.385 5.999 -1.122
H 7.192 4.555 -1.780

No. 4
14
Properties=species:S:1:pos:R:3 method="wB97M-V/def2-TZVPD" de_lowest_kcal_mol=33.4 energy_ha=-324.67130 charge=0 smiles="C#C[C@H](C)C(N)=O"
C -0.703 -0.805 -1.279
C 1.411 -0.441 -0.137
C 2.586 -0.460 -0.398
O -0.391 1.947 -0.282
C -0.478 1.000 0.475
N -0.982 1.105 1.739
C -0.044 -0.419 0.055
H -1.778 -0.965 -1.172
H -0.250 -1.720 -1.664
H -0.532 0.002 -1.996
H 3.622 -0.479 -0.654
H -1.193 2.033 2.078
H -0.942 0.347 2.401
H -0.326 -1.143 0.833

These records have lowest unoccupied orbital energy values of 0.464 -1.005 -0.091 0.821 eV, in the order they appear.